No. 1
Density functional theory data (ωB97M-V with the def2-TZVPD basis set) for a structure of composition C46H58AlO4.

Structure (XYZ):
```
109
Properties=species:S:1:pos:R:3:forces:R:3
Al -0.006955 -0.007752 0.013631 0.0685 -0.0139 -0.0004
C 0.860269 -2.095178 -2.241826 -0.0068 -0.0116 0.0022
O 0.397046 -1.675521 -0.941350 0.0116 -0.0076 -0.0283
C 0.294066 -2.657192 0.095027 0.0108 0.0136 0.0095
C 1.411548 -2.940279 0.885309 0.0073 0.0107 0.0062
C 2.794289 -2.353958 0.676569 0.0185 0.0076 0.0090
C 3.105325 -1.287884 1.699989 0.0172 -0.0269 0.0034
C 3.992481 -1.458157 2.749637 -0.0014 -0.0029 -0.0100
C 4.230612 -0.448664 3.686366 -0.0191 0.0020 0.0026
C 3.549839 0.755707 3.530638 0.0018 0.0079 0.0027
C 2.652608 0.958325 2.486426 -0.0077 0.0124 0.0028
C 1.869106 2.235207 2.289877 0.0121 -0.0195 0.0031
C 0.409043 2.048611 2.654739 0.0114 -0.0114 -0.0137
C 0.077802 1.943379 3.995781 0.0068 -0.0010 0.0181
C -1.226279 1.730833 4.435861 -0.0231 0.0215 0.0173
C -2.224013 1.658507 3.474312 -0.0052 -0.0136 0.0115
C -1.959439 1.753680 2.110884 0.0114 -0.0081 -0.0173
C -3.126881 1.620198 1.151817 -0.0110 -0.0151 -0.0046
C -3.606231 0.190469 1.050008 -0.0023 0.0219 0.0091
C -4.793052 -0.270706 1.611176 -0.0084 0.0042 -0.0112
C -5.181738 -1.603386 1.503796 0.0088 0.0075 0.0056
C -4.340812 -2.474342 0.805371 -0.0104 -0.0101 -0.0216
C -3.152878 -2.046788 0.235809 -0.0113 -0.0299 -0.0006
C -2.194346 -2.956717 -0.496810 -0.0070 0.0086 0.0157
C -0.953949 -3.228185 0.331870 -0.0216 0.0249 -0.0295
C -1.074217 -4.075747 1.429081 0.0088 -0.0070 0.0382
C -0.009127 -4.359944 2.271774 -0.0177 -0.0137 -0.0200
C 1.224388 -3.792947 1.961703 0.0072 -0.0083 0.0161
C -0.145797 -5.240041 3.511063 0.0039 0.0097 -0.0079
C -1.567403 -5.774860 3.683524 0.0096 -0.0003 0.0036
C 0.213088 -4.401403 4.747534 0.0006 0.0042 -0.0142
C 0.815787 -6.431005 3.400286 -0.0072 -0.0068 0.0054
C -2.802198 -0.711678 0.377932 0.0048 0.0018 0.0198
O -1.645876 -0.276399 -0.171044 -0.0712 -0.0056 0.0000
C -6.475387 -2.139314 2.116908 0.0183 0.0005 0.0001
C -7.268158 -1.047747 2.835912 0.0044 -0.0094 -0.0010
C -6.132739 -3.236703 3.134904 0.0061 0.0084 0.0014
C -7.360933 -2.729106 1.010215 0.0060 0.0110 0.0026
C -0.631260 1.929745 1.728936 -0.0063 -0.0083 -0.0035
O -0.302540 1.902306 0.335958 -0.0262 0.0339 -0.0186
C -0.318024 3.164268 -0.360362 -0.0038 0.0125 0.0200
C -1.502073 1.572713 5.928737 0.0122 -0.0165 -0.0207
C -2.987456 1.361333 6.221245 0.0067 0.0092 -0.0039
C -0.725416 0.350223 6.441827 -0.0001 0.0083 -0.0113
C -1.030935 2.830631 6.670990 -0.0046 0.0036 0.0034
C 2.437758 -0.076112 1.594260 -0.0073 0.0078 0.0033
O 1.565406 0.099220 0.576000 0.0259 0.0072 0.0070
C 5.209604 -0.703101 4.832223 0.0023 -0.0075 -0.0050
C 4.708999 -1.891623 5.665861 -0.0086 0.0040 -0.0054
C 6.595847 -1.029542 4.259294 -0.0051 0.0129 0.0002
C 5.343844 0.507851 5.755540 0.0007 -0.0097 -0.0051
H 0.646066 -3.154896 -2.355239 -0.0074 -0.0024 -0.0039
H 1.929600 -1.913088 -2.332050 0.0014 -0.0078 0.0062
H 0.311096 -1.525174 -2.988260 0.0010 0.0066 0.0056
H 2.891543 -1.930109 -0.322417 0.0011 0.0012 -0.0026
H 3.524253 -3.159761 0.761034 -0.0063 -0.0078 -0.0086
H 4.516950 -2.403711 2.834273 -0.0002 0.0042 0.0012
H 3.716775 1.568230 4.226174 0.0022 -0.0037 0.0001
H 1.971831 2.562331 1.254994 0.0029 0.0041 0.0007
H 2.285394 3.017761 2.925139 -0.0081 0.0055 -0.0018
H 0.884303 2.014072 4.716605 -0.0027 -0.0002 -0.0034
H -3.253726 1.504604 3.769034 0.0051 0.0008 -0.0040
H -2.855565 1.975435 0.157524 -0.0028 0.0012 -0.0003
H -3.940771 2.249138 1.514454 0.0088 0.0095 0.0010
H -5.422578 0.438812 2.132795 0.0017 -0.0057 -0.0014
H -4.620282 -3.516366 0.694192 -0.0012 0.0047 0.0029
H -1.928035 -2.510373 -1.455258 -0.0030 -0.0010 -0.0024
H -2.685638 -3.908525 -0.701689 0.0094 -0.0046 -0.0029
H -2.050092 -4.501406 1.622383 0.0018 0.0025 -0.0022
H 2.083697 -3.999371 2.589592 -0.0035 0.0039 -0.0036
H -2.294110 -4.967679 3.798242 0.0022 0.0002 -0.0038
H -1.613232 -6.389651 4.583059 -0.0028 -0.0036 -0.0048
H -1.869172 -6.399674 2.840505 -0.0049 -0.0004 0.0071
H -0.457992 -3.544908 4.842148 0.0016 -0.0023 0.0027
H 1.236184 -4.025109 4.698787 -0.0037 -0.0022 0.0038
H 0.121137 -5.009128 5.649369 0.0011 0.0001 -0.0025
H 0.585140 -7.037552 2.522660 0.0030 0.0001 0.0037
H 0.725138 -7.063306 4.285026 0.0029 -0.0019 -0.0038
H 1.855374 -6.109493 3.326960 -0.0040 0.0009 -0.0004
H -6.700137 -0.610871 3.660070 -0.0027 0.0004 -0.0019
H -8.177951 -1.479244 3.255057 0.0003 0.0052 0.0001
H -7.564871 -0.248384 2.154214 -0.0027 -0.0002 0.0042
H -5.500842 -2.840516 3.932762 -0.0033 -0.0045 -0.0008
H -5.605459 -4.069612 2.667145 -0.0029 0.0001 0.0030
H -7.045729 -3.630730 3.585236 0.0018 -0.0004 -0.0006
H -7.615151 -1.967469 0.270869 -0.0021 -0.0048 0.0012
H -8.288666 -3.114153 1.437542 0.0020 -0.0009 -0.0021
H -6.866536 -3.551290 0.491351 -0.0023 0.0010 0.0019
H 0.404292 3.835063 0.100897 0.0012 0.0004 -0.0007
H -1.317338 3.591921 -0.309048 -0.0011 -0.0007 0.0002
H -0.044228 2.970273 -1.394083 0.0020 -0.0079 0.0015
H -3.370308 0.457038 5.743389 0.0013 0.0031 -0.0013
H -3.588966 2.211479 5.893319 -0.0031 -0.0057 0.0057
H -3.129940 1.251343 7.296779 -0.0032 0.0022 -0.0015
H -1.044232 -0.556505 5.923203 0.0004 0.0018 0.0055
H -0.906360 0.215223 7.509580 0.0022 0.0003 -0.0019
H 0.349831 0.463305 6.294441 -0.0059 -0.0023 0.0054
H -1.562824 3.714974 6.315496 0.0019 -0.0023 0.0034
H 0.038185 3.003297 6.542230 -0.0036 -0.0031 -0.0006
H -1.223929 2.723669 7.739669 0.0022 0.0040 -0.0009
H 4.641537 -2.802283 5.068511 0.0017 0.0020 0.0052
H 3.720060 -1.684225 6.080310 0.0039 -0.0035 0.0023
H 5.393395 -2.085925 6.493773 -0.0004 -0.0007 -0.0020
H 6.573802 -1.918335 3.627502 0.0006 0.0009 0.0021
H 7.302699 -1.214337 5.070325 -0.0002 -0.0008 -0.0028
H 6.972389 -0.198553 3.660122 0.0030 -0.0049 0.0019
H 4.391446 0.769058 6.221874 0.0027 0.0006 -0.0004
H 5.723131 1.382053 5.222935 0.0003 0.0002 0.0061
H 6.049156 0.275988 6.554504 -0.0003 0.0052 -0.0007
```
Positions in Å, forces in eV/Å.

Properties
molar mass: 701.948 g/mol
calculated total energy: -2331.02922 hartree
charge: +1
frontier orbital gap: 7.87 eV
HOMO: -10.59 eV
energy above the lowest of the compared OMol25 structures with the same formula, charge and spin: 0.0 kJ/mol

***

No. 2
Density functional theory data (ωB97M-V with the def2-TZVPD basis set) for a cluster of 5 separate species, C46H58BF4N4O24S in total.

Structure (XYZ):
```
138
Properties=species:S:1:pos:R:3:forces:R:3
C -1.627747 -4.747819 5.567483 -0.0563 0.3768 0.1388
C -2.408012 -3.448559 5.502383 0.2822 -1.0379 0.4128
O -2.830657 -3.219293 4.118962 0.9412 0.2832 -0.4849
B -2.931019 -1.930768 3.781533 -0.7286 -0.3392 1.1804
O -3.788082 -1.085839 4.413667 0.0601 0.2259 -1.1229
N -2.146171 -1.289419 2.556322 0.0107 0.2245 0.3179
S -1.362737 0.081622 3.359464 -0.5841 1.6587 2.5071
O -2.211714 1.198711 3.338211 -0.1990 0.0641 -1.3263
O -0.990978 -0.396062 4.637520 0.4980 -1.1499 -0.1901
F -0.078277 0.383045 2.595157 -0.0993 -0.4935 -0.6684
C -3.251674 -0.865665 1.613189 -0.2064 -0.9653 -0.8997
C -2.915550 -0.911659 0.116354 -1.4256 -0.1385 -0.5507
C -4.362307 -0.879720 -0.535373 0.2404 -0.6153 0.8831
C -5.041743 -2.244382 -0.607827 -1.1446 0.8312 -0.8402
C -6.439589 -2.032592 -1.272382 0.6811 -0.0390 -0.2218
C -6.756794 -3.046093 -2.373807 -0.9591 0.1827 0.1617
O -8.053432 -3.581152 -2.094704 0.2488 -0.2603 0.2111
C -2.263180 0.410867 -0.303398 0.4393 0.5481 -0.2862
F -0.954707 0.472917 0.033836 -0.0778 -0.1093 0.1287
F -2.328887 0.630231 -1.624403 0.1154 -0.1683 0.0800
F -2.871991 1.451133 0.282420 0.0080 -0.1505 0.0604
N -2.242134 -2.125348 -0.288834 0.3390 0.1966 0.1336
C -1.840635 -2.266337 -1.667606 0.5670 0.3601 -1.0008
C -0.421413 -1.757681 -1.997426 0.0930 -0.0014 0.7473
O 0.230534 -2.680132 -2.859419 0.2337 0.0648 -0.0612
C 1.613321 -2.565809 -2.758850 1.6314 -0.9985 1.1247
C 2.291264 -1.708917 -3.800436 -0.8367 -0.3241 0.6154
O 2.229808 -3.158056 -1.891621 -1.3569 0.8732 -1.2440
C -1.734675 -3.037623 0.711573 -0.3489 -1.2252 1.4024
N -0.573219 -3.793439 0.256779 0.0322 0.3386 -0.6841
C -2.762170 -4.087567 1.215815 -0.5563 0.2277 -0.3860
C -3.271231 -5.037047 0.113945 0.0285 -0.3692 0.5297
C -4.726302 -5.512368 0.341681 0.9772 -0.7566 -0.3772
C -4.790726 -6.985023 0.777121 -0.9264 -0.0732 0.0467
C -6.072194 -7.298552 1.598156 0.4842 -0.3469 0.2715
N -5.821187 -7.869047 2.921725 -0.4043 0.3273 -0.1634
C -1.139438 -2.184068 1.877497 1.5831 0.2025 -0.9980
C -0.120667 -2.871131 2.793119 0.2136 0.3841 0.5816
C 1.332247 -2.643400 2.331607 0.2251 -2.0162 -0.6494
O 1.990112 -3.595979 1.969000 -0.4512 1.3808 0.5924
H -0.891199 -4.802728 4.775242 0.0482 -0.1073 -0.1524
H -2.289889 -5.605011 5.543463 -0.0016 -0.1799 -0.1392
H -1.078818 -4.752492 6.506387 -0.0251 -0.1424 0.1473
H -3.269339 -3.543314 6.155186 -0.3045 0.3091 -0.1144
H -1.775223 -2.641442 5.858799 -0.0980 0.3478 -0.1942
H -4.638417 -1.538214 4.471936 -0.1639 0.1368 0.6934
H -3.734871 0.054945 1.911116 0.4980 0.2961 0.1933
H -4.020961 -1.629326 1.717558 0.0543 -0.1534 0.2096
H -4.986005 -0.268759 0.116556 -0.1069 0.5074 -0.3639
H -4.345188 -0.483474 -1.542216 0.1122 0.3560 0.0105
H -4.498783 -2.901391 -1.274170 0.3721 -0.3089 0.3600
H -5.247677 -2.676833 0.365708 0.5050 -0.3450 0.1087
H -7.225131 -2.065890 -0.524666 -0.1610 -0.0596 0.0049
H -6.463617 -1.043310 -1.723663 -0.1021 0.1828 0.0693
H -6.834944 -2.548173 -3.339946 0.3671 0.0624 -0.1514
H -6.009160 -3.836046 -2.441574 0.0988 -0.0941 0.0804
H -8.119487 -4.444992 -2.505801 -0.1657 -0.0823 -0.1260
H -1.875771 -3.294418 -2.017994 -0.1054 -0.2129 0.2093
H -2.512175 -1.728447 -2.331367 -0.4630 0.0038 0.2297
H 0.122130 -1.703179 -1.053535 0.1612 -0.0288 0.0037
H -0.424027 -0.759126 -2.435145 -0.0922 0.0231 -0.1791
H 1.625460 -0.878651 -4.023855 0.1265 0.1455 -0.2941
H 3.250029 -1.378284 -3.415507 -0.2081 -0.0643 -0.1132
H 2.423298 -2.330828 -4.683275 0.0152 0.0755 -0.2127
H -0.775976 -4.259765 -0.620683 0.1118 0.2990 -0.2649
H -0.425873 -4.578444 0.876749 0.2189 0.0836 0.2846
H -3.637379 -3.644993 1.698141 0.0380 0.1991 -0.0134
H -2.294108 -4.705788 1.978904 0.1222 0.1549 0.2584
H -2.661290 -5.937771 0.169438 0.2132 -0.0205 -0.2382
H -3.124751 -4.647667 -0.888369 -0.1191 0.3065 -0.0415
H -5.221566 -5.457096 -0.623760 -0.5661 0.3962 0.1660
H -5.221965 -4.922617 1.108348 -0.1827 0.3212 -0.1856
H -4.818590 -7.632720 -0.097338 0.3407 0.0219 -0.1851
H -3.923813 -7.286436 1.363989 0.1114 0.1381 0.1105
H -6.661887 -6.392344 1.723074 -0.1111 0.0868 0.0102
H -6.694796 -8.019699 1.078049 -0.1483 0.0378 -0.1789
H -5.170118 -7.285196 3.426853 0.1509 -0.1623 0.1647
H -5.453346 -8.804273 2.837514 0.1919 -0.0519 0.1231
H -0.522641 -1.500123 1.291993 -0.1975 0.2584 -0.0388
H -0.272059 -3.936507 2.892312 -0.0905 -0.2079 -0.1768
H -0.140013 -2.484533 3.815669 -0.2436 0.1363 -0.0041
H 1.755447 -1.622581 2.365842 -0.1434 -0.0063 -0.0396
C -2.606130 4.344052 4.472042 -0.0041 -0.0468 -0.2219
C -2.724992 5.129721 5.550441 0.1150 -0.3727 -0.0274
C -3.179905 6.558376 5.440803 -0.1441 0.3761 -0.3787
O -3.282630 7.206118 6.462682 0.0899 -0.1841 0.2244
C -3.468416 7.088381 4.116759 0.0045 0.0268 0.1814
C -3.345614 6.302136 3.039565 -0.1004 0.3915 0.0599
C -2.916389 4.867208 3.152535 0.1418 -0.2966 0.3639
O -2.843231 4.203331 2.133363 -0.0673 0.1425 -0.2062
O -3.593315 6.732450 1.807646 0.0608 -0.2633 -0.0173
O -2.454109 4.707033 6.777558 -0.0844 0.2479 0.0094
H -2.282183 3.316839 4.538723 -0.0104 -0.0004 0.0497
H -3.778515 8.121321 4.047373 -0.0078 -0.0027 -0.0255
H -3.430875 5.972640 1.218900 -0.0014 -0.0104 -0.0732
H -2.623215 5.467460 7.366828 -0.0037 0.0229 0.0690
C 7.679608 -1.663929 -5.799315 0.1601 -0.0655 0.0129
C 6.498869 -1.222374 -5.351339 0.1200 -0.0053 -0.3574
C 6.189506 -1.147356 -3.885667 0.3741 -0.1518 0.5700
O 5.100567 -0.715693 -3.536553 0.2295 0.2329 -0.3759
C 7.196757 -1.594712 -2.945661 -0.2745 0.0386 0.0453
C 8.379623 -2.040782 -3.387479 -0.1679 0.0249 0.3341
C 8.702574 -2.090951 -4.854300 -0.2289 0.1052 -0.4391
O 9.800234 -2.488234 -5.187861 0.1431 -0.0665 0.2281
O 9.335826 -2.461918 -2.573162 0.1080 -0.0059 -0.2583
O 5.526825 -0.820719 -6.167588 -0.0981 0.0136 0.2344
H 7.915317 -1.719823 -6.852549 -0.0186 0.0175 -0.0065
H 6.950723 -1.549721 -1.894274 0.0408 -0.0030 0.0124
H 10.081401 -2.725629 -3.145661 0.0684 -0.0229 0.0128
H 4.788551 -0.548313 -5.593490 -0.0436 0.0636 -0.0017
C 7.721621 5.168702 -3.887487 0.1617 -0.1137 -0.0043
C 6.403331 5.210662 -3.645773 0.2600 0.3061 -0.1096
C 5.616487 3.966318 -3.341208 0.0890 -0.4732 0.0258
O 4.426784 4.075714 -3.111556 -0.0631 0.2497 -0.0161
C 6.317149 2.691190 -3.339234 -0.1902 0.0368 0.0310
C 7.632669 2.652841 -3.584591 -0.3321 -0.2953 0.0849
C 8.425214 3.897632 -3.863016 -0.0581 0.5447 -0.0574
O 9.619661 3.782604 -4.058579 0.0651 -0.3035 0.0097
O 8.325187 1.517477 -3.598048 0.1948 0.1660 -0.0773
O 5.708941 6.339753 -3.656292 0.0908 -0.4415 0.0367
H 8.298533 6.056132 -4.105476 -0.0211 0.0183 0.0050
H 5.737798 1.800519 -3.134960 0.0187 -0.0105 0.0104
H 9.247285 1.771647 -3.797594 0.0600 0.0035 -0.0002
H 4.786177 6.098541 -3.452300 -0.1163 0.2283 -0.0161
C 5.240651 9.583770 -1.898076 -0.0911 -0.1345 -0.1426
C 5.456850 10.327491 -0.804121 0.2078 -0.0501 -0.3469
C 4.488336 10.344035 0.345524 -0.4484 -0.1954 0.1212
O 4.756171 11.026119 1.314095 0.2408 0.1289 -0.0518
C 3.277172 9.543822 0.236544 0.0901 0.1052 0.1238
C 3.062091 8.804923 -0.857990 -0.2178 0.0581 0.3332
C 4.043839 8.769708 -1.994237 0.4802 0.2598 -0.1220
O 3.791685 8.059610 -2.951239 -0.4757 -0.0935 0.1155
O 1.974891 8.055583 -1.016089 0.1465 -0.0498 -0.2002
O 6.530064 11.091465 -0.660161 -0.1503 0.0186 0.2320
H 5.930275 9.561093 -2.729821 0.0199 0.0020 0.0147
H 2.579306 9.575732 1.061097 -0.0127 -0.0124 -0.0094
H 2.070098 7.628494 -1.887813 -0.0236 -0.0356 -0.0525
H 6.443318 11.517467 0.213683 0.0444 0.0461 0.0421
```
Positions in Å, forces in eV/Å.

Properties
molar mass: 1169.845 g/mol
calculated total energy: -4634.67900 hartree
charge: +1
frontier orbital gap: 7.65 eV
HOMO: -10.84 eV